No. 1
Molecular formula: C37H76N2O31S6
Method: DFT, ωB97M-V with the def2-TZVPD basis set

The geometry in XYZ format:
```
152
Properties=species:S:1:pos:R:3
C 0.002 4.805 -8.742
O -0.042 5.853 -9.299
N -1.007 4.276 -8.085
N 0.844 3.867 -8.888
H -0.968 3.307 -7.803
H -1.871 4.798 -8.077
H 1.553 3.997 -9.596
H 0.605 2.963 -8.507
C 2.575 -7.174 6.149
C 1.714 -7.148 4.961
O 1.886 -5.879 4.284
S 3.233 -5.026 4.856
O 2.747 -3.963 5.725
O 4.246 -4.780 3.792
O 3.726 -6.421 5.709
H 2.813 -8.111 6.653
H 2.085 -6.507 6.858
H 0.689 -7.340 5.278
H 2.156 -7.885 4.290
C 10.386 -0.133 3.912
C 9.483 -1.315 3.626
O 9.358 -1.346 2.216
S 8.955 0.153 1.712
O 7.518 0.416 1.987
O 9.528 0.437 0.380
O 10.005 0.801 2.868
H 11.418 -0.375 3.658
H 10.394 0.220 4.943
H 8.532 -1.248 4.155
H 9.901 -2.167 4.161
C -3.044 -2.931 5.957
C -3.021 -1.544 6.733
O -3.220 -1.711 8.138
S -3.857 -3.278 8.396
O -5.304 -3.299 8.213
O -3.291 -3.860 9.608
O -3.114 -3.901 7.007
H -2.260 -3.032 5.207
H -4.030 -3.011 5.499
H -3.685 -0.757 6.375
H -2.036 -1.077 6.702
C -0.357 -9.376 -2.358
C -1.690 -9.202 -3.086
O -2.249 -7.990 -2.579
S -1.733 -7.635 -1.099
O -2.745 -7.963 -0.079
O -1.171 -6.309 -1.186
O -0.594 -8.788 -1.070
H 0.508 -8.931 -2.849
H -0.122 -10.427 -2.190
H -2.385 -9.982 -2.776
H -1.649 -9.101 -4.171
C 2.548 2.931 7.617
C 3.370 3.335 6.435
O 2.383 3.648 5.386
S 0.990 4.322 6.005
O -0.178 3.967 5.195
O 1.296 5.727 6.255
O 1.197 3.403 7.422
H 2.863 3.196 8.626
H 2.575 1.843 7.675
H 3.986 2.480 6.156
H 4.003 4.179 6.707
C -1.570 9.733 -0.337
C -1.951 11.272 -0.085
O -2.731 11.242 1.084
S -3.391 9.762 1.485
O -4.694 9.689 0.789
O -3.411 9.617 2.941
O -2.218 8.938 0.636
H -0.511 9.567 -0.144
H -1.859 9.308 -1.298
H -2.406 11.757 -0.949
H -0.999 11.787 0.040
C 0.624 2.059 -0.657
C -0.513 2.128 -1.630
C -1.454 1.108 -0.935
O -0.637 0.355 0.022
C 0.695 0.608 -0.194
H 0.661 2.684 0.235
H 1.561 2.267 -1.172
H -0.049 1.888 -2.587
H -0.837 3.166 -1.705
H -1.769 0.440 -1.737
H -2.327 1.515 -0.425
H 1.151 -0.035 -0.947
H 1.238 0.438 0.736
C -9.626 3.569 2.813
C -8.351 4.244 3.191
C -7.961 3.597 4.496
O -8.552 2.292 4.345
C -9.341 2.143 3.191
H -9.819 3.711 1.750
H -10.500 3.841 3.404
H -8.408 5.330 3.261
H -7.534 4.069 2.490
H -8.350 4.112 5.374
H -6.888 3.435 4.601
H -10.175 1.442 3.168
H -8.611 1.707 2.510
C -7.887 -3.427 -3.570
C -9.328 -3.287 -3.842
C -9.729 -2.049 -3.027
O -8.628 -1.868 -2.110
C -7.788 -2.973 -2.107
H -7.257 -2.881 -4.271
H -7.506 -4.440 -3.692
H -9.854 -4.139 -3.413
H -9.540 -3.130 -4.900
H -10.648 -1.981 -2.446
H -9.701 -1.162 -3.660
H -8.153 -3.683 -1.366
H -6.756 -2.735 -1.848
C 0.274 -4.225 -8.223
C -0.313 -3.751 -6.900
C -1.377 -2.794 -7.288
O -0.786 -2.116 -8.350
C -0.070 -3.068 -9.173
H -0.199 -5.114 -8.639
H 1.313 -4.549 -8.282
H 0.462 -3.248 -6.322
H -0.626 -4.541 -6.217
H -1.602 -2.067 -6.508
H -2.341 -3.156 -7.644
H 0.836 -2.581 -9.534
H -0.759 -3.369 -9.963
C 6.695 -5.355 -5.410
C 6.523 -4.837 -3.974
C 6.377 -6.036 -3.059
O 6.377 -7.146 -4.042
C 6.110 -6.711 -5.362
H 7.700 -5.456 -5.818
H 6.031 -4.856 -6.116
H 5.549 -4.368 -3.836
H 7.356 -4.204 -3.669
H 5.444 -6.039 -2.496
H 7.250 -6.056 -2.406
H 5.051 -6.740 -5.619
H 6.738 -7.312 -6.020
C 5.175 7.879 1.849
C 6.166 7.627 0.702
C 5.575 8.489 -0.402
O 5.145 9.612 0.327
C 4.713 9.339 1.711
H 5.594 7.672 2.834
H 4.378 7.147 1.718
H 6.232 6.550 0.545
H 7.108 8.078 1.014
H 4.724 8.046 -0.918
H 6.239 8.767 -1.220
H 3.626 9.363 1.787
H 5.153 10.095 2.362
```

Energy relative to the best compared isomer or geometry (same formula, charge and spin), kcal/mol: 55.7
Spin multiplicity: 1
F_max, eV/A: 7.054
Frontier orbital gap, Ha: 0.331
LUMO level, eV: 0.01

Atom charges from the Mulliken analysis, given in e for atoms 1 to 2: 0.670, -0.624

No. 2
Molecular formula: C37H76O19S9
Method: DFT, ωB97M-V with the def2-TZVPD basis set

The geometry in XYZ format:
```
141
Properties=species:S:1:pos:R:3
C 0.093 5.102 1.744
O 1.299 5.803 1.532
H -0.149 4.535 0.875
H 0.309 4.394 2.578
H -0.695 5.847 2.065
H 1.704 5.943 2.406
C -6.028 -2.971 3.000
C -7.022 -2.213 3.912
C -6.128 -1.316 4.800
S -4.564 -0.952 3.870
O -3.440 -1.567 4.538
O -4.477 0.442 3.511
C -5.085 -1.916 2.490
H -6.521 -3.431 2.135
H -5.475 -3.692 3.596
H -7.583 -2.801 4.619
H -7.709 -1.655 3.309
H -5.814 -1.929 5.648
H -6.498 -0.301 5.077
H -4.199 -2.274 1.948
H -5.620 -1.250 1.774
C 3.185 -3.812 1.607
C 1.823 -3.164 1.212
C 0.997 -4.156 0.413
S 2.260 -5.308 -0.291
O 2.241 -5.270 -1.746
O 2.284 -6.577 0.381
C 3.658 -4.439 0.312
H 3.061 -4.527 2.399
H 3.827 -2.990 1.977
H 1.877 -2.230 0.637
H 1.323 -2.953 2.166
H 0.369 -3.840 -0.445
H 0.399 -4.732 1.061
H 3.964 -3.724 -0.435
H 4.494 -5.180 0.458
C 4.857 -0.291 1.583
C 5.980 -1.159 0.931
C 6.484 -0.484 -0.407
S 5.432 0.984 -0.579
O 5.041 1.176 -1.956
O 5.980 2.103 0.193
C 4.172 0.342 0.447
H 5.233 0.571 2.160
H 4.211 -0.861 2.243
H 5.585 -2.145 0.642
H 6.814 -1.330 1.640
H 6.319 -0.992 -1.369
H 7.507 -0.100 -0.321
H 3.674 -0.425 -0.114
H 3.482 1.157 0.703
C -1.076 -1.040 -4.874
C -0.666 -0.036 -5.919
C -1.931 0.846 -6.252
S -3.307 0.211 -5.248
O -3.960 -0.874 -5.927
O -4.159 1.268 -4.787
C -2.234 -0.530 -4.049
H -0.231 -1.109 -4.259
H -1.341 -2.006 -5.311
H -0.294 -0.447 -6.878
H 0.141 0.636 -5.712
H -2.147 0.879 -7.320
H -1.792 1.799 -5.807
H -2.565 -1.446 -3.549
H -1.879 0.275 -3.333
C 0.303 0.415 1.790
C 0.506 0.668 0.264
C -0.533 -0.161 -0.605
S -1.647 -0.931 0.539
O -1.172 -2.272 0.852
O -3.051 -0.821 0.317
C -1.204 0.190 2.004
H 0.666 1.163 2.470
H 0.900 -0.485 2.025
H 1.555 0.476 -0.020
H 0.314 1.712 -0.085
H -0.047 -0.928 -1.230
H -1.172 0.486 -1.204
H -1.200 -0.389 2.884
H -1.899 1.043 1.944
C 2.209 3.676 -1.608
C 1.494 4.957 -1.984
C 0.072 4.518 -2.515
S 0.424 2.911 -3.417
O 0.351 3.218 -4.848
O -0.351 1.842 -2.832
C 2.117 2.698 -2.795
H 1.790 3.174 -0.731
H 3.252 3.798 -1.361
H 2.051 5.565 -2.715
H 1.262 5.538 -1.129
H -0.413 5.130 -3.266
H -0.579 4.157 -1.680
H 2.850 2.927 -3.555
H 2.174 1.627 -2.624
C -0.135 0.937 6.611
C -0.570 -0.535 6.367
C 0.661 -1.399 6.679
S 2.120 -0.454 6.171
O 2.547 -0.929 4.857
O 3.002 -0.350 7.304
C 1.169 1.161 5.896
H 0.025 1.059 7.678
H -0.924 1.596 6.283
H -0.916 -0.811 5.358
H -1.314 -0.799 7.055
H 0.639 -2.342 6.148
H 0.844 -1.694 7.746
H 1.154 1.266 4.835
H 1.652 2.056 6.354
C -5.594 1.756 0.087
C -5.449 2.055 -1.390
C -3.960 2.051 -1.698
S -3.304 3.115 -0.333
O -3.413 4.491 -0.746
O -2.001 2.552 0.057
C -4.701 2.782 0.824
H -5.244 0.742 0.300
H -6.647 1.716 0.412
H -5.876 3.010 -1.684
H -5.888 1.302 -2.034
H -3.872 2.563 -2.662
H -3.545 1.079 -1.666
H -5.200 3.737 0.926
H -4.281 2.377 1.748
C 2.357 -2.440 -5.369
C 3.335 -1.201 -5.327
C 3.073 -0.555 -4.023
S 2.915 -1.902 -2.796
O 1.797 -1.598 -1.886
O 4.273 -2.261 -2.334
C 2.436 -3.170 -3.989
H 2.664 -3.070 -6.212
H 1.339 -2.070 -5.479
H 3.269 -0.564 -6.191
H 4.392 -1.492 -5.240
H 2.092 -0.100 -3.915
H 3.819 0.143 -3.694
H 1.508 -3.707 -3.750
H 3.240 -3.873 -3.860
```

Spin multiplicity: 1
F_max, eV/A: 3.952
Frontier orbital gap, Ha: 0.373
SMILES: O=S1(=O)CCCC1.O=S1(=O)CCCC1.O=S1(=O)CCCC1.O=S1(=O)CCCC1.O=S1(=O)CCCC1.O=S1(=O)CCCC1.O=S1(=O)CCCC1.O=S1(=O)CCCC1.O=S1(=O)CCCC1.CO
LUMO level, eV: 0.21

Atom charges from the Mulliken analysis, given in e for atoms 1 to 2: -0.070, -0.510

Number 1: E_HOMO -9.00 eV, electronic energy -171049.5059 eV. Number 2: E_HOMO -9.95 eV, electronic energy -176016.8932 eV.